1.
Computed, not measured: a molecular structure, C5H16IrNO, with ωB97M-V/def2-TZVPD.

ΔE to the lowest compared entry with this formula, charge and spin   0.458 eV
Kohn-Sham gap (spin up / spin down)   4.6 / 7.8 eV
Net charge   +1
2S+1   6
HOMO energy (spin up / spin down)   -7.80 / -14.58 eV
Energy   -433.7502 Eh

Each line ends with the Löwdin charge.
Element x y z (Å)
C  -2.016  -0.904  -2.532  -0.3486
Ir  -0.570  -0.179  -1.194  1.3850
N  1.069  0.550  -2.074  -0.1215
H  -0.859  -1.611  -0.495  -0.0524
H  -2.168  -0.056  -1.737  -0.0855
H  -2.856  -1.593  -2.203  0.0893
H  -1.322  -1.728  -2.757  0.0382
H  -2.050  -0.460  -3.543  0.0654
H  1.974  0.132  -1.811  0.0981
H  1.081  1.578  -1.928  0.0924
H  0.979  0.409  -3.087  0.0894
C  0.203  0.945  2.637  -0.1358
C  0.711  -0.510  2.527  -0.1387
C  1.204  -0.708  1.089  -0.1801
O  0.646  0.413  0.275  -0.5151
C  -0.049  1.401  1.188  -0.1709
H  -0.752  1.027  3.194  0.1288
H  0.957  1.600  3.097  0.1219
H  -0.164  -1.155  2.631  0.1147
H  1.460  -0.797  3.293  0.1348
H  2.271  -0.522  1.002  0.1223
H  0.923  -1.662  0.612  0.0804
H  -1.113  1.478  0.883  0.0677
H  0.442  2.351  0.934  0.1203

---

2.
Computed, not measured: 2 unconnected molecules or ions with the total composition C5H16N2, with ωB97M-V/def2-TZVPD.

SMILES string   CCCC.CNN
ΔE to the lowest compared entry with this formula, charge and spin   1.509 eV
Kohn-Sham gap   9.4 eV
HOMO energy   -8.18 eV
Energy   -309.5538 Eh

Each line ends with the Löwdin charge.
Element x y z (Å)
C  1.312  0.201  1.798  -0.1220
C  1.320  -0.285  0.355  -0.2738
C  0.550  -1.668  0.217  -0.2673
C  0.670  -2.233  -1.188  -0.1251
H  0.289  0.352  2.147  0.0543
H  1.786  -0.531  2.455  0.0697
H  1.857  1.139  1.892  0.0693
H  2.353  -0.489  0.062  0.0999
H  1.044  0.531  -0.319  0.0664
H  -0.498  -1.497  0.473  0.0900
H  0.961  -2.367  0.948  0.1027
H  0.012  -3.096  -1.318  0.0700
H  0.396  -1.478  -1.921  0.0641
H  1.693  -2.547  -1.383  0.0707
C  -2.239  1.230  0.215  -0.1547
N  -1.481  1.125  -1.015  -0.1983
N  -0.513  2.207  -1.119  -0.0383
H  -1.611  1.234  1.109  0.0581
H  -2.924  0.385  0.259  0.0772
H  -2.830  2.146  0.198  0.0716
H  -0.858  0.256  -0.945  0.0783
H  -0.326  2.312  -2.116  0.0699
H  -0.964  3.074  -0.805  0.0674

---

3.
Computed, not measured: a molecular structure, C5H16N2O, with ωB97M-V/def2-TZVPD.

ΔE to the lowest compared entry with this formula, charge and spin   8.122 eV
Kohn-Sham gap   4.0 eV
HOMO energy   -7.20 eV
Energy   -384.5596 Eh

Each line ends with the Löwdin charge.
Element x y z (Å)
C  -3.637  -0.826  -0.133  -0.1948
C  -3.107  0.099  0.928  -0.1483
N  -0.670  -0.548  0.369  0.0860
C  0.271  0.337  0.950  -0.2958
C  1.346  0.884  0.078  -0.3353
N  2.456  0.025  0.143  -0.0701
C  3.676  0.677  -0.281  -0.1384
H  -3.271  -0.606  -1.141  0.0674
H  -3.298  -1.842  0.065  0.0644
H  -4.731  -0.890  -0.153  0.0685
H  -2.957  1.109  0.502  0.0596
H  -3.762  0.222  1.788  0.0621
H  -1.766  -0.176  0.797  0.0231
H  -0.245  1.178  1.437  0.1375
H  0.621  -0.211  1.854  0.1444
H  1.638  1.874  0.447  0.1170
H  1.014  1.111  -0.960  0.1397
H  2.110  -1.083  -1.064  -0.0195
H  4.438  -0.091  -0.412  0.0776
H  3.986  1.370  0.520  0.0931
H  3.526  1.135  -1.267  0.0900
H  -0.429  -0.832  -0.574  0.0665
H  0.937  -1.325  -2.001  -0.0012
O  1.855  -1.591  -1.893  -0.0933

---

4.
Computed, not measured: 3 unconnected molecules or ions with the total composition C5H16N2O, with ωB97M-V/def2-TZVPD.

ΔE to the lowest compared entry with this formula, charge and spin   6.462 eV
Kohn-Sham gap   6.3 eV
HOMO energy   -8.13 eV
Energy   -384.6206 Eh

Each line ends with the Löwdin charge.
Element x y z (Å)
N  0.019  0.297  -2.482  0.0067
C  -0.978  1.136  -1.891  -0.3438
C  -1.965  0.394  -1.035  -0.1675
N  -1.349  -0.272  0.192  0.0324
C  -0.268  0.356  0.879  -0.2341
C  0.237  -0.572  2.033  -0.2186
C  1.739  -0.577  1.947  -0.1553
H  0.753  0.981  -2.684  0.0742
H  0.353  -0.398  -1.810  0.0083
H  -0.566  1.960  -1.172  0.1167
H  -1.564  1.703  -2.641  0.1142
H  -2.807  0.973  -0.618  0.1167
H  -2.495  -0.392  -1.564  0.1155
H  -0.926  -1.177  -0.072  0.0848
H  -0.508  1.348  1.293  0.1438
H  0.670  0.560  0.156  0.0396
H  -0.335  -1.483  1.849  0.1063
H  -0.185  -0.132  2.993  0.1311
H  2.262  -1.240  2.720  0.0959
H  2.252  0.397  2.200  0.0848
H  1.957  -0.889  0.925  0.0280
H  1.453  0.829  -0.196  0.2945
H  1.452  -2.231  -0.634  -0.0386
O  0.799  -1.570  -0.389  -0.4355

---

5.
Computed, not measured: 2 unconnected molecules or ions with the total composition C5H16N2O, with ωB97M-V/def2-TZVPD.

SMILES string   CCN(C)CCN.O
ΔE to the lowest compared entry with this formula, charge and spin   3.634 eV
Kohn-Sham gap   8.8 eV
HOMO energy   -8.04 eV
Energy   -384.7245 Eh

Each line ends with the Löwdin charge.
Element x y z (Å)
C  -1.599  0.552  1.430  -0.0873
C  -1.065  1.254  0.071  -0.1549
N  0.523  1.335  0.023  -0.2039
C  1.106  1.450  1.385  -0.1356
C  1.081  0.102  -0.688  -0.1838
C  0.745  -1.149  0.103  -0.3228
N  0.711  -2.237  -0.790  -0.0087
H  -2.655  0.271  1.102  0.0854
H  -1.597  1.186  2.261  0.0216
H  -1.089  -0.463  1.622  0.0721
H  -1.442  0.696  -0.776  0.0620
H  -1.351  2.283  -0.178  0.1020
H  0.408  1.955  2.214  0.1146
H  1.500  0.519  1.784  0.0547
H  1.913  2.204  1.396  0.0689
H  2.205  0.230  -0.724  0.1304
H  0.659  0.211  -1.741  0.1095
H  -0.154  -1.181  0.675  0.0498
H  1.403  -1.433  1.002  0.1442
H  1.543  -2.672  -0.972  0.0324
H  0.091  -2.279  -1.637  0.0797
O  -0.883  -0.648  -2.858  -0.0667
H  -0.899  -0.641  -1.851  0.0240
H  -1.156  -1.546  -2.851  0.0122

---

6.
Computed, not measured: 2 unconnected molecules or ions with the total composition C5H16N2O, with ωB97M-V/def2-TZVPD.

SMILES string   CCN(C)CCN.O
ΔE to the lowest compared entry with this formula, charge and spin   3.157 eV
Kohn-Sham gap   9.1 eV
HOMO energy   -8.28 eV
Energy   -384.7421 Eh

Each line ends with the Löwdin charge.
Element x y z (Å)
C  -1.838  -0.877  -0.066  -0.1134
C  -2.046  0.629  -0.008  -0.2351
N  -0.753  1.399  0.222  -0.2288
C  -0.593  1.632  1.634  -0.1299
C  0.463  0.916  -0.458  -0.1670
C  1.419  -0.140  0.292  -0.2265
N  2.874  -0.163  -0.008  0.0446
H  -1.447  -1.100  -1.086  0.0560
H  -2.815  -1.473  -0.172  0.0938
H  -1.175  -1.292  0.763  0.0926
H  -2.419  1.131  -0.849  0.0901
H  -2.757  0.725  0.818  0.1042
H  -1.165  2.571  1.891  0.1020
H  -1.013  0.732  2.204  0.1067
H  0.362  1.830  1.905  0.0276
H  1.011  1.792  -0.769  0.0964
H  0.191  0.491  -1.493  0.1270
H  1.174  -1.110  0.471  0.0453
H  1.412  0.140  1.414  0.1187
H  3.296  0.651  0.066  0.0012
H  3.060  -0.530  -0.850  0.0080
O  1.053  -2.784  -2.333  -0.0494
H  0.217  -2.916  -2.046  -0.0526
H  1.489  -2.254  -1.540  0.0885